(1)
14
Properties=species:S:1:pos:R:3:nbo_charge:R:1 method="wB97M-V/def2-TZVPD" energy_ha=-1091.19775 orbital_gap_ev=7.84 e_lumo_ev=2.8 mol_weight_g_mol=196.1 charge=-1 homo_energy_ev=-5.020
C -0.93 -0.02 0.00 0.734
C 2.24 0.80 -1.83 1.069
N -0.26 0.60 1.48 -0.480
N -1.57 -1.17 0.35 -0.305
N 0.78 1.23 1.25 0.573
O 2.55 -0.21 -1.41 -0.540
O -0.91 0.48 -1.09 -0.625
O 2.14 1.76 -2.45 -0.547
O 1.34 1.67 2.28 -0.553
O 1.38 1.29 0.17 -0.569
O -1.51 -1.76 1.62 -0.569
S -2.45 -2.10 -0.83 0.127
H -1.08 -1.12 2.24 0.521
H -1.70 -1.47 -1.77 0.163


(2)
8
Properties=species:S:1:pos:R:3:nbo_charge:R:1 method="wB97M-V/def2-TZVPD" energy_ha=-582.86739 orbital_gap_ev="6.75 / 5.80" e_lumo_ev="-3.4 / -3.9" mol_weight_g_mol=99.0 charge=0 homo_energy_ev="-10.144 / -9.724"
C -2.74 1.11 -0.33 0.387
C -2.73 -1.18 0.35 0.391
N -2.97 2.19 -0.54 -0.320
N -2.99 -2.20 0.81 -0.362
N -2.34 -0.12 -0.34 -0.556
P 0.18 -0.23 0.84 0.505
H -0.04 -1.47 1.51 -0.022
H -0.48 0.44 1.94 -0.023


(3)
9
Properties=species:S:1:pos:R:3:nbo_charge:R:1 method="wB97M-V/def2-TZVPD" energy_ha=-1037.95967 orbital_gap_ev=6.56 e_lumo_ev=3.4 mol_weight_g_mol=132.2 charge=-1 homo_energy_ev=-3.191
C 0.57 0.26 -0.35 0.015
C -0.91 1.14 1.55 0.102
N 0.91 -0.51 -1.21 -0.028
N 1.59 -1.01 -2.12 -0.557
N -1.60 0.16 1.69 -0.532
S -1.51 -1.45 1.26 -0.382
S -0.40 2.58 1.38 -0.163
H -0.33 0.78 -0.20 0.225
H 1.68 -1.96 -2.01 0.321


(4)
8
Properties=species:S:1:pos:R:3:nbo_charge:R:1 method="wB97M-V/def2-TZVPD" energy_ha=-296.27792 orbital_gap_ev=9.19 e_lumo_ev=-0.8 smiles=c1cnnnn1 mol_weight_g_mol=82.1 charge=0 homo_energy_ev=-9.978
C -0.31 0.82 0.10 -0.013
C 0.92 0.10 -0.05 0.011
H 0.06 1.82 0.22 0.199
H 1.74 0.88 -0.11 0.219
N 0.86 -1.17 -0.13 -0.194
N -0.30 -1.68 0.17 -0.021
N -1.43 -1.10 -0.10 -0.021
N -1.54 0.33 -0.09 -0.181


(5)
8
Properties=species:S:1:pos:R:3:nbo_charge:R:1 method="wB97M-V/def2-TZVPD" energy_ha=-296.32013 orbital_gap_ev=10.30 e_lumo_ev=0.0 smiles=N#CN(N)C#N mol_weight_g_mol=82.1 charge=0 homo_energy_ev=-10.349
C 0.29 1.48 -0.18 0.410
C 1.18 -0.58 0.42 0.383
N 0.47 2.55 -0.52 -0.291
N 2.14 -1.14 0.59 -0.293
N -1.31 -0.50 0.12 -0.585
N 0.15 0.12 0.03 -0.371
H -1.82 -0.45 -0.76 0.377
H -1.10 -1.49 0.31 0.370


(6)
10
Properties=species:S:1:pos:R:3:nbo_charge:R:1 method="wB97M-V/def2-TZVPD" energy_ha=-446.70217 orbital_gap_ev=8.51 e_lumo_ev=-0.9 smiles="O/N=c1/nconn1" mol_weight_g_mol=114.1 charge=0 homo_energy_ev=-9.447
C 0.12 0.03 0.70 0.322
C 1.24 0.70 -1.22 0.428
H -1.85 -0.64 1.19 0.454
H 1.86 1.49 -1.87 0.236
N -0.44 0.44 1.81 -0.061
N 1.23 0.63 0.12 -0.499
N -0.49 -1.11 -1.13 0.238
N -0.61 -1.04 0.06 -0.197
O -1.54 -0.28 2.19 -0.504
O 0.48 -0.23 -1.83 -0.417


These records have relative energy (zero: lowest compared OMol25 entry of this formula, charge and spin) values of 104.3 393.0 351.2 385.8 275.0 710.3 kJ/mol, in the order they appear.